Run a
ORCA calculation (ωB97M-V/def2-TZVPD) on a cluster of 2 separate species, CH5NOS2 in total.

Geometry as ORCA input:
```
! RIJCOSX wB97M-V def2-TZVPD def2/J DEFGRID3
* xyz 0 1
S -3.16 -0.46 -2.42
S -1.30 -0.92 -1.71
H -3.10 -1.16 -3.56
H -1.62 -1.66 -0.60
C 0.87 0.55 1.26
N 2.16 0.87 1.66
O 0.55 -0.61 1.20
H 0.19 1.40 1.18
H 2.86 0.18 1.42
H 2.55 1.80 1.58
*
```

Computed properties:
Frontier orbital gap ... 9.658 eV
LUMO level ... 0.66 eV

Atom charges from the Löwdin analysis, given in e for atoms 1 to 5: atom 1 (S): 0.207, atom 2 (S): 0.194, atom 3 (H): -0.216, atom 4 (H): -0.173, atom 5 (C): -0.395

Run b
ORCA calculation (ωB97M-V/def2-TZVPD) on an isolated molecule of CH5NOS2.

Geometry as ORCA input:
```
! RIJCOSX wB97M-V def2-TZVPD def2/J DEFGRID3
* xyz 0 1
C -0.38 -1.45 -0.84
N 0.89 0.88 -0.32
O -0.21 2.13 1.87
S 0.55 -0.49 0.45
S -0.26 0.78 2.47
H -1.37 -1.24 -0.42
H -0.12 -2.56 -0.90
H -0.28 -0.82 -1.76
H 1.00 1.58 0.44
H 0.18 1.20 -1.00
*
```

Computed properties:
Frontier orbital gap (spin up / spin down) ... 6.951 / 6.951 eV
LUMO level (spin up / spin down) ... -0.49 / -0.49 eV

Atom charges from the Löwdin analysis, given in e for atoms 1 to 5: atom 1 (C): -0.301, atom 2 (N): -0.365, atom 3 (O): -0.780, atom 4 (S): 0.687, atom 5 (S): 0.545

Which one is most stable, and which one is least stable? run a is the most stable of them, while run b is the least stable.